The following is a quantum chemistry calculation of C14H28AsFeN4SSe4Si2 as an isolated structure at a distorted geometry, from OMol25.

Values from the calculation:
- Charge: 0
- E_HOMO (spin up / spin down): -6.09 / -6.11 eV
- Energy relative to the best compared isomer or geometry (same formula, charge and spin): 23.2 kcal per mole
- E_tot: -14851.74215 Eh
- Frontier orbital gap (spin up / spin down): 5.40 / 4.76 eV
- 2S+1: 2

```
55
C14H28AsFeN4SSe4Si2 ωB97M-V/def2-TZVPD
Fe 0.06 0.44 -0.53
C 1.01 -3.52 0.41
C 1.07 -2.08 -0.01
N 0.27 -1.19 0.48
N -0.67 -1.54 1.39
C -1.65 -0.65 1.69
N -2.46 -0.97 2.73
S -1.76 0.78 0.86
C 1.97 -1.53 -1.01
C 3.06 -2.21 -1.54
C 3.90 -1.57 -2.43
C 3.64 -0.25 -2.76
C 2.54 0.37 -2.19
N 1.71 -0.26 -1.36
H -0.01 -3.88 0.34
H 1.62 -4.13 -0.24
H 1.37 -3.66 1.44
H -0.61 -2.45 1.82
H -2.62 -1.94 2.94
H -3.29 -0.39 2.80
H 3.24 -3.24 -1.25
H 4.75 -2.08 -2.86
H 4.27 0.30 -3.44
H 2.31 1.40 -2.42
Se -1.24 -0.91 -2.12
Se -3.02 0.19 -2.80
Se -2.56 2.17 -2.36
Se -0.37 2.13 -2.05
C 1.95 4.89 1.81
Si 0.48 3.72 1.84
C -0.90 4.46 0.80
C -0.17 3.50 3.60
As 1.35 1.74 0.90
Si 2.30 0.69 2.75
C 3.43 -0.72 2.17
C 1.17 -0.02 4.09
C 3.45 1.92 3.60
H 1.68 5.90 2.15
H 2.32 4.96 0.79
H 2.76 4.52 2.44
H -1.28 5.38 1.26
H -1.73 3.76 0.69
H -0.54 4.70 -0.20
H -0.50 4.46 4.01
H 0.59 3.09 4.26
H -1.03 2.83 3.59
H 2.87 -1.61 1.89
H 4.13 -0.99 2.96
H 4.01 -0.40 1.29
H 0.74 -0.98 3.79
H 0.34 0.66 4.32
H 1.74 -0.19 5.01
H 4.07 2.43 2.86
H 4.12 1.39 4.29
H 2.90 2.67 4.17
```

***

The following is a quantum chemistry calculation of C14H28BaOP2 as an isolated structure at a distorted geometry, from OMol25.

Values from the calculation:
- Charge: 0
- E_HOMO: -5.07 eV
- E_tot: -1333.41460 Eh
- Frontier orbital gap: 4.50 eV

```
46
C14H28BaOP2 ωB97M-V/def2-TZVPD
Ba 1.22 0.67 -0.56
H 2.48 3.35 -1.33
H 2.92 3.19 -0.73
P -0.49 0.87 -2.72
P 2.65 -0.29 1.61
C 1.90 0.06 3.23
H 2.54 -0.41 4.00
H 1.79 1.15 3.38
H 0.86 -0.35 3.26
C 2.92 -2.09 1.38
H 3.35 -2.27 0.37
H 3.58 -2.41 2.20
H 1.94 -2.62 1.39
C 4.27 0.57 1.46
H 4.12 1.67 1.59
H 4.95 0.14 2.21
H 4.64 0.44 0.42
C -0.78 -0.80 -3.42
H -1.35 -0.66 -4.35
H 0.20 -1.31 -3.57
H -1.35 -1.42 -2.69
C -2.07 1.71 -2.39
H -1.89 2.73 -2.01
H -2.65 1.72 -3.32
H -2.61 1.18 -1.58
C 0.51 1.83 -3.94
H 1.51 1.35 -4.04
H -0.05 1.84 -4.89
H 0.69 2.85 -3.55
C -0.72 2.11 1.24
O -1.37 2.77 1.89
H 2.96 -1.15 -2.38
C -0.83 -2.24 0.23
C -1.88 -1.52 0.85
C -1.85 -1.22 2.25
C -2.96 -0.69 2.88
C -4.12 -0.38 2.14
C -4.14 -0.58 0.75
C -3.02 -1.09 0.11
H -0.04 -2.65 0.84
H -0.81 -2.31 -0.85
H -0.97 -1.51 2.83
H -2.96 -0.54 3.97
H -4.99 0.01 2.64
H -5.05 -0.36 0.18
H -3.05 -1.31 -0.96
```

***

The following is a quantum chemistry calculation of C14H28BrNO2Sb as an isolated structure at a distorted geometry, from OMol25.

Values from the calculation:
- Charge: -1
- E_HOMO: -4.52 eV
- E_tot: -3569.62621 Eh
- Frontier orbital gap: 7.63 eV

```
47
C14H28BrNO2Sb ωB97M-V/def2-TZVPD
C 1.55 4.58 1.29
C 0.67 3.93 1.84
C -0.57 3.16 2.30
Sb -1.03 1.58 0.76
Br 1.55 1.05 0.72
C -0.88 3.03 -0.90
C -1.10 2.38 -2.31
C 0.01 1.35 -2.70
C -0.46 0.32 -3.82
C 0.16 -1.09 -3.42
O 1.58 -0.87 -3.30
C 2.16 -1.65 -2.33
C 3.61 -1.24 -1.90
O 1.66 -2.64 -1.82
N -1.18 0.09 2.28
C -1.28 -1.21 1.57
C -1.35 -2.45 2.54
C 0.04 -3.14 2.77
C -0.02 -3.88 4.17
H 2.23 5.04 0.57
H -0.30 2.58 3.22
H -1.43 3.85 2.45
H -1.36 0.33 -0.44
H -2.74 1.92 0.98
H -1.72 3.77 -0.74
H 0.06 3.62 -0.91
H -1.12 3.18 -3.11
H -2.12 1.90 -2.31
H 0.97 1.84 -3.00
H 0.27 0.71 -1.82
H -1.57 0.21 -3.81
H -0.03 0.60 -4.81
H 0.02 -1.85 -4.23
H -0.35 -1.38 -2.47
H 3.54 -0.19 -1.51
H 4.03 -1.96 -1.17
H 4.21 -1.19 -2.85
H -2.11 0.21 2.71
H -2.24 -1.22 0.97
H -0.44 -1.32 0.84
H -2.01 -3.21 2.04
H -1.84 -2.14 3.50
H 0.88 -2.41 2.73
H 0.16 -3.92 1.98
H 0.78 -4.67 4.20
H -0.99 -4.42 4.24
H 0.09 -3.15 5.02
```